DFT (ωB97M-V/def2-TZVPD) results for a 2-piece molecular cluster, C2H2F2O3 overall in a non-equilibrium geometry.

Computed properties:
- Frontier orbital gap: 10.84 eV
- Net charge: 0
- Lowest unoccupied orbital energy: -0.003 Ha

CARTESIAN COORDINATES (ANGSTROEM)
C (-2.91872, 0.25239, 0.18847)
C (0.49239, 0.17842, -0.14597)
O (-2.72516, 0.70734, 1.27827)
O (-2.08845, 0.01395, -0.87246)
O (1.44184, 0.45575, -0.85804)
F (-4.14538, 0.03744, -0.23593)
F (0.86128, 0.11157, 1.16719)
H (-1.04416, 0.01197, -0.75375)
H (2.38431, 0.55078, -0.53114)

Atoms 1-3, force components in eV/Å:
2.1 0.9 -1.2
-1.5 -0.8 3.3
0.4 -0.7 -0.7

=====

DFT (ωB97M-V/def2-TZVPD) results for one molecule with the formula C2H2F2S in a non-equilibrium geometry.

Computed properties:
- Frontier orbital gap: 8.03 eV
- Net charge: 0
- Lowest unoccupied orbital energy: -0.048 Ha

CARTESIAN COORDINATES (ANGSTROEM)
F (1.68384, -0.82829, -0.43244)
C (0.98492, -0.08267, 0.39367)
F (1.25422, 1.24078, -0.05757)
C (-0.37583, -0.48450, 0.29012)
S (-1.92414, 0.09419, -0.12327)
H (1.33301, -0.16547, 1.62058)
H (-0.64380, -1.65099, 0.65914)

Atoms 1-3, force components in eV/Å:
1.2 -1.3 -0.3
2.2 3.2 2.6
-0.7 -1.5 1.1

=====

DFT (ωB97M-V/def2-TZVPD) results for an isolated ion of composition C2H2F3N2 and charge +1 in a non-equilibrium geometry.

Computed properties:
- Frontier orbital gap: 10.37 eV
- Net charge: +1
- Lowest unoccupied orbital energy: -0.256 Ha

CARTESIAN COORDINATES (ANGSTROEM)
N (-0.98239, -1.57703, -1.27002)
N (-0.39446, -0.62532, -0.97254)
C (0.03266, 0.43983, -0.56517)
C (0.36509, 0.68385, 1.10950)
F (1.61693, 0.32773, 1.29127)
F (0.18312, 1.94455, 1.36310)
F (-0.43714, -0.07698, 1.80867)
H (-0.58968, -2.45338, -1.62090)
H (0.20587, 1.33673, -1.14391)

Atoms 1-3, force components in eV/Å:
-2.0 -0.8 -0.2
0.6 -0.3 -0.3
1.0 2.1 3.2

=====

DFT (ωB97M-V/def2-TZVPD) results for one molecule with the formula C2H2F3NO in a non-equilibrium geometry.

Computed properties:
- Frontier orbital gap (alpha / beta): 8.74 / 8.74 eV
- Net charge: 0
- Lowest unoccupied orbital energy (alpha / beta): -0.041 / -0.041 Ha

CARTESIAN COORDINATES (ANGSTROEM)
O (-1.52796, -0.75242, -1.32653)
N (-1.34813, 0.33794, -0.80688)
C (-0.12011, 0.70559, -0.39685)
F (-0.30373, 1.88198, 0.26155)
C (0.66416, -0.63527, 0.68783)
F (-0.11102, -0.64028, 1.82935)
F (1.92550, -0.42610, 1.01979)
H (0.47464, 0.95659, -1.33509)
H (0.34665, -1.42803, 0.06683)

Atoms 1-3, force components in eV/Å:
1.0 0.9 0.6
-4.1 -2.0 -1.3
4.6 0.0 1.2

=====

DFT (ωB97M-V/def2-TZVPD) results for a 2-piece molecular cluster, C2H2F3NO2 overall in a non-equilibrium geometry.

Computed properties:
- Frontier orbital gap (alpha / beta): 9.07 / 7.05 eV
- Net charge: 0
- Lowest unoccupied orbital energy (alpha / beta): -0.022 / -0.046 Ha

CARTESIAN COORDINATES (ANGSTROEM)
C (0.81129, 0.71784, -0.75521)
C (-1.71612, -0.27256, -0.56106)
N (1.06135, -0.05622, 0.27600)
O (1.00210, 1.58339, -1.52724)
O (2.35583, 0.02969, 0.92213)
F (-1.61729, 0.06763, 0.74472)
F (-1.47570, -1.60483, -0.55904)
F (-3.03186, -0.11019, -0.97228)
H (0.46402, -0.79843, 0.64430)
H (2.14638, 0.44368, 1.78768)

Atoms 1-3, force components in eV/Å:
-2.5 -0.5 -0.3
0.0 -0.1 -0.1
1.3 0.8 -0.3

=====

DFT (ωB97M-V/def2-TZVPD) results for C2H2F3NO2 as an isolated structure in a non-equilibrium geometry.

Computed properties:
- Frontier orbital gap: 11.73 eV
- Net charge: 0
- Lowest unoccupied orbital energy: -0.017 Ha

CARTESIAN COORDINATES (ANGSTROEM)
C (0.04994, 0.27905, 0.94548)
C (0.03179, -1.20279, 0.32369)
N (-1.26237, 0.91699, 0.95190)
O (-1.83726, 0.90367, -0.09300)
O (-1.68792, 1.31182, 1.96222)
F (0.58165, 0.17612, 2.23533)
F (0.16836, -2.07314, 1.36845)
F (1.15600, -1.36996, -0.42586)
H (0.89012, 1.10349, 0.26984)
H (-0.71958, -1.41011, -0.46215)

Atoms 1-3, force components in eV/Å:
5.0 0.7 -0.8
1.1 0.6 -0.2
0.3 -1.2 -0.7

=====

DFT (ωB97M-V/def2-TZVPD) results for a 2-piece molecular cluster, C2H2F3NO2S overall in a non-equilibrium geometry.

Computed properties:
- Frontier orbital gap: 6.52 eV
- Net charge: 0
- Lowest unoccupied orbital energy: -0.113 Ha

CARTESIAN COORDINATES (ANGSTROEM)
C (2.86401, -1.14390, 1.00003)
C (3.04168, 0.14137, 1.27561)
N (-0.43824, 0.66334, -0.19183)
O (-0.68220, 1.20234, 2.14623)
O (0.61782, 2.84187, 0.82947)
F (1.74472, -1.67824, 0.54153)
F (3.74203, -2.16034, 1.08463)
F (4.04357, 0.80712, 1.71548)
S (0.28921, 1.49239, 1.07819)
H (-0.56245, -0.25899, 0.11254)
H (-0.07282, 0.58818, -1.05389)

Atoms 1-3, force components in eV/Å:
0.8 -0.2 0.2
-3.2 -0.7 -0.7
-0.9 1.6 3.2

=====

DFT (ωB97M-V/def2-TZVPD) results for C2H2F3NO4SYb as an isolated structure in a non-equilibrium geometry.

Computed properties:
- <S²>: 2.001
- Frontier orbital gap (alpha / beta): 5.67 / 10.52 eV
- Net charge: 0
- Multiplicity: 3
- Lowest unoccupied orbital energy (alpha / beta): -0.015 / -0.027 Ha

CARTESIAN COORDINATES (ANGSTROEM)
O (1.69768, -2.35450, 1.65761)
C (2.66216, -1.60032, 2.23861)
O (3.25127, -0.76236, 1.34766)
Yb (1.55759, -0.95224, -0.04172)
H (-1.45490, -0.82511, 1.00037)
N (-0.83444, -0.51647, 0.14181)
S (-0.83386, 0.95651, -0.36296)
O (-1.43373, 2.01171, 0.45341)
O (0.58655, 1.16400, -0.81863)
C (-1.80425, 1.06024, -1.95408)
F (-3.07966, 0.79902, -1.69954)
F (-1.34657, 0.18149, -2.83087)
F (-1.70772, 2.27764, -2.46835)
H (2.73987, -1.43961, 3.33669)

Atoms 1-3, force components in eV/Å:
3.0 1.8 3.0
-2.3 1.2 -5.6
-1.1 -2.3 3.5

=====

DFT (ωB97M-V/def2-TZVPD) results for C2H2FFeLiO2 as an isolated structure in a non-equilibrium geometry.

Computed properties:
- <S²>: 12.019
- Frontier orbital gap (alpha / beta): 5.12 / 7.82 eV
- Net charge: +2
- Multiplicity: 7
- Lowest unoccupied orbital energy (alpha / beta): -0.433 / -0.478 Ha

CARTESIAN COORDINATES (ANGSTROEM)
H (-1.16413, 0.89644, -0.98968)
O (-1.24281, -1.26632, 0.00278)
C (-1.14293, -0.01120, -0.10875)
C (0.27632, 0.52695, -0.21642)
O (1.17636, -0.19949, 0.30351)
Li (0.31874, -2.13814, 0.48437)
Fe (3.03751, 0.27646, 0.70577)
F (-1.85404, 0.74044, 0.87175)
H (0.59497, 1.17487, -1.05331)

Atoms 1-3, force components in eV/Å:
-2.1 -2.2 -0.3
0.2 2.0 -1.3
-2.4 2.1 2.5

=====

DFT (ωB97M-V/def2-TZVPD) results for a 2-piece molecular cluster, C2H2FIS overall in a non-equilibrium geometry.

Computed properties:
- Frontier orbital gap (alpha / beta): 8.64 / 6.81 eV
- Net charge: 0
- Lowest unoccupied orbital energy (alpha / beta): -0.024 / -0.096 Ha

CARTESIAN COORDINATES (ANGSTROEM)
C (0.14128, 0.89768, 0.12253)
C (-0.16325, -0.40278, 0.34647)
F (1.27136, 1.32874, 0.76062)
S (-0.78292, 2.10414, -0.54281)
I (-2.02740, -1.21767, -0.05964)
H (1.11153, -1.67347, -1.53013)
H (0.44941, -1.03664, 0.90296)

Atoms 1-3, force components in eV/Å:
0.0 2.0 0.6
-1.7 -0.5 -0.8
0.1 -0.6 -0.4

=====

DFT (ωB97M-V/def2-TZVPD) results for one molecule with the formula C2H2FN3 in a non-equilibrium geometry.

Computed properties:
- Frontier orbital gap: 10.70 eV
- Net charge: 0
- Lowest unoccupied orbital energy: 0.003 Ha

CARTESIAN COORDINATES (ANGSTROEM)
F (1.97402, 1.62737, 2.27924)
N (1.62189, 0.17292, 2.53676)
N (0.85902, -0.25988, 1.78555)
C (0.14944, 0.31559, 0.70874)
C (-0.56592, -0.65325, -0.13699)
N (-1.29140, -0.20680, 0.79025)
H (0.59765, 1.30570, 0.48326)
H (-0.53125, -1.24028, -0.97923)

Atoms 1-3, force components in eV/Å:
-0.1 0.5 -0.4
1.4 0.2 1.5
-0.8 -1.6 -0.6

=====

DFT (ωB97M-V/def2-TZVPD) results for a 2-piece molecular cluster, C2H2FNO overall in a non-equilibrium geometry.

Computed properties:
- Frontier orbital gap (alpha / beta): 9.72 / 9.72 eV
- Net charge: 0
- Lowest unoccupied orbital energy (alpha / beta): -0.050 / -0.050 Ha

CARTESIAN COORDINATES (ANGSTROEM)
C (0.97252, -0.55564, 0.41697)
C (-0.28484, 0.07170, 0.56048)
N (1.97783, -1.10176, 0.35923)
O (-0.65205, 0.97365, -1.24441)
F (-1.32854, -0.71985, 0.66525)
H (-0.37496, 1.00352, 1.11390)
H (-0.30996, 0.32838, -1.87141)

Atoms 1-3, force components in eV/Å:
0.4 -0.4 0.0
-2.1 2.5 -3.8
0.3 -0.1 -0.1

=====

Number 1: molecular weight 112.031 g mol⁻¹, E -13682.0777 eV. Number 2: molecular weight 96.101 g mol⁻¹, E -18374.0566 eV. Number 3: molecular weight 111.046 g mol⁻¹, E -13228.2618 eV. Number 4: molecular weight 113.038 g mol⁻¹, E -13792.1608 eV. Number 5: molecular weight 129.037 g mol⁻¹, E -15838.7863 eV. Number 6: molecular weight 129.037 g mol⁻¹, E -15839.4863 eV. Number 7: molecular weight 161.104 g mol⁻¹, E -26672.9159 eV. Number 8: molecular weight 366.142 g mol⁻¹, E -62302.9958 eV. Number 9: molecular weight 139.820 g mol⁻¹, E -43486.1669 eV. Number 10: molecular weight 204.007 g mol⁻¹, E -23755.0691 eV. Number 11: molecular weight 87.057 g mol⁻¹, E -9289.1845 eV. Number 12: molecular weight 75.042 g mol⁻¹, E -8357.9820 eV.